DFT (wB97M-V/def2-TZVPD) results for 10 unconnected molecules or ions with the total composition C23H58F6N2O14P.

```
104
Properties=species:S:1:pos:R:3:forces:R:3:lowdin_charge:R:1
P 0.9858 1.5347 -0.2580 0.742 -1.244 1.675 0.427
F -2.9122 -0.3105 1.2686 0.004 -0.277 0.365 0.116
F -0.7549 -0.5474 1.6069 -0.205 -0.883 0.309 0.123
F -2.9893 -1.5929 -0.7508 -0.130 -0.253 0.071 0.104
F -1.2811 -0.6767 -1.6495 0.468 0.214 -0.302 0.164
F -1.1310 -3.0640 0.9243 0.164 0.240 0.291 0.143
F -1.4517 -3.4953 -1.1565 -0.199 -0.045 -0.205 0.129
O 4.3284 -1.7613 -1.3403 0.343 -0.065 -0.093 -0.087
O -2.2208 1.7046 -0.5687 -1.544 -0.148 -0.772 0.071
O 0.8747 -2.7502 3.1207 0.117 0.152 0.283 -0.084
O -4.3011 -1.6173 -3.6981 -0.072 -0.044 -0.187 -0.083
O 1.6451 -2.7061 0.1138 -1.362 -0.370 0.628 0.054
O 0.8513 -2.3585 -1.8927 -0.429 0.101 -2.515 0.192
O 0.6026 1.4099 -1.8307 -0.187 0.740 0.467 -0.149
O -2.3200 4.5568 -1.7021 -0.082 0.227 -0.123 -0.085
O -1.1333 3.5035 2.8741 -0.290 0.169 0.373 -0.091
O 3.8570 3.7168 -1.7791 0.454 -0.062 -0.227 -0.093
O -1.8786 1.1488 -4.9956 0.071 0.170 -0.088 -0.090
O 5.0225 -3.1595 4.9747 0.072 0.083 -0.110 -0.092
O -3.8531 -3.6748 1.4870 -0.118 -0.157 0.146 -0.087
O 2.0509 2.7458 -0.0873 -1.099 -0.362 -0.451 -0.172
N 1.7567 0.2149 0.1538 0.071 -0.610 -0.417 -0.151
N -0.3192 1.8047 0.6647 0.116 -0.181 -1.223 -0.023
C 5.8019 -1.7392 6.7806 0.060 0.023 -0.008 -0.097
C 5.2044 -2.4935 -0.4995 -0.429 -0.135 -0.189 -0.328
C -0.5890 0.5797 -5.2048 -0.209 -0.254 -0.031 -0.314
C -3.0395 5.7569 -1.4762 0.060 -0.406 0.285 -0.332
C -2.7698 6.2985 -0.0831 -0.010 0.140 -0.003 -0.088
C 4.8325 -1.9045 5.6248 0.031 -0.273 0.245 -0.325
C 0.6111 -2.5183 -0.7621 1.041 0.237 2.066 -0.409
C 5.6627 -3.7766 -1.1714 0.103 -0.041 0.010 -0.099
C 4.6588 4.0004 -2.9167 -0.191 0.305 0.215 -0.314
C -0.9145 -2.5844 -0.3064 1.213 -0.551 -0.764 -0.333
C 2.2090 -4.7528 3.3500 0.099 -0.043 0.010 -0.083
C -1.6779 -1.2567 -0.5301 -0.783 -0.281 0.898 -0.336
C -3.0899 2.8751 4.1538 -0.097 0.035 0.071 -0.093
C -0.4355 0.0819 -6.6307 -0.004 0.046 -0.059 -0.095
C -1.4225 1.1996 0.1845 1.104 0.817 0.793 -0.530
C 5.6165 5.1462 -2.6383 0.080 -0.008 -0.016 -0.100
C -1.6853 -0.2657 0.6924 0.122 1.426 -0.888 -0.358
C 1.7256 -3.4703 4.0016 -0.362 -0.165 -0.252 -0.313
C -5.0277 0.6829 -3.9115 -0.068 0.003 0.084 -0.080
C -5.4429 -0.7688 -3.7746 0.315 0.110 0.275 -0.317
C -2.4476 3.8938 3.2271 0.232 -0.419 -0.136 -0.338
C -5.2028 -3.7510 1.9243 0.125 0.283 -0.293 -0.319
C -6.1541 -3.8106 0.7425 -0.065 -0.058 -0.007 -0.091
H -1.7036 6.4836 0.0530 -0.010 0.002 -0.038 0.079
H 4.8068 -4.4132 -1.4082 -0.002 -0.016 0.093 0.071
H 2.7440 -4.5299 2.4263 0.027 0.053 0.048 0.072
H -0.2950 1.7443 -1.9944 0.156 0.155 -0.083 0.060
H -2.4931 2.7567 5.0598 -0.003 0.063 -0.006 0.072
H -0.4453 -0.2363 -4.4902 0.209 0.015 -0.024 0.109
H 5.6647 -0.7743 7.2718 0.001 -0.027 0.027 0.073
H 4.8725 -3.8517 5.6269 -0.005 0.016 -0.051 0.079
H -3.1421 1.8959 3.6716 -0.064 0.035 -0.045 0.067
H -4.1110 5.5640 -1.6141 -0.052 0.198 -0.017 0.104
H -5.9276 -4.6739 0.1151 -0.004 -0.020 0.054 0.075
H 3.5641 -2.3220 -1.5224 -0.150 0.227 0.059 0.057
H 2.8732 -5.3070 4.0173 -0.010 -0.027 -0.022 0.064
H -5.4233 -2.8816 2.5538 -0.146 -0.070 0.070 0.109
H -3.0686 5.5735 0.6765 -0.053 0.032 -0.019 0.051
H 2.9025 2.3118 -0.2558 0.075 0.275 0.060 0.046
H 4.9903 -1.1267 4.8792 -0.038 -0.107 -0.093 0.119
H -1.1884 2.6475 2.4221 0.466 0.264 -0.224 0.038
H 3.7978 -1.8384 5.9771 0.009 0.177 0.004 0.104
H 6.3463 -4.3359 -0.5278 -0.025 -0.034 -0.019 0.066
H 1.1796 -3.6876 4.9289 0.143 -0.052 0.100 0.108
H -6.0553 -0.9137 -2.8774 -0.132 0.063 -0.065 0.104
H -2.5278 0.4588 -5.1691 0.066 -0.042 0.126 0.047
H 0.1463 1.3541 -4.9907 -0.091 0.042 0.094 0.112
H 6.8315 -1.8109 6.4269 -0.024 0.058 -0.037 0.074
H 1.2647 -0.2143 0.9286 0.094 0.473 0.228 -0.036
H 6.1686 -3.5531 -2.1125 0.034 0.037 0.038 0.070
H 6.2408 5.3574 -3.5095 -0.010 0.040 0.018 0.068
H -3.7871 -1.3510 -2.9259 0.004 -0.053 -0.031 0.056
H 3.3523 4.5078 -1.5619 -0.165 -0.182 0.079 0.086
H -2.6015 3.9057 -1.0448 0.269 -0.220 -0.123 0.052
H -6.0474 -2.9210 0.1173 -0.045 0.035 0.058 0.069
H -7.1918 -3.8799 1.0766 -0.004 0.028 -0.031 0.069
H 5.6591 -2.5310 7.5211 -0.070 0.058 0.040 0.070
H 4.6914 -2.7165 0.4437 0.165 -0.043 0.087 0.103
H 1.3633 -5.3939 3.0866 -0.003 -0.021 0.082 0.073
H -4.1015 3.1800 4.4350 -0.005 -0.050 -0.002 0.067
H -0.5855 0.8998 -7.3383 0.056 0.025 0.033 0.070
H -3.0439 4.0097 2.3134 -0.159 0.073 0.104 0.090
H -6.0248 -1.0853 -4.6409 0.065 -0.125 0.014 0.107
H 6.2624 4.9048 -1.7928 0.011 -0.052 -0.042 0.072
H -4.4252 0.9949 -3.0554 -0.038 0.036 0.007 0.082
H 6.0583 -1.8513 -0.2819 -0.064 0.077 -0.014 0.108
H -2.7208 6.4756 -2.2326 0.015 -0.078 -0.055 0.105
H 5.0665 6.0533 -2.3754 -0.008 0.012 -0.090 0.069
H 4.0047 4.2416 -3.7619 0.125 -0.037 -0.117 0.109
H 0.1229 -3.3145 2.9117 0.011 0.109 -0.129 0.067
H 2.5688 -2.8266 4.2426 -0.050 0.064 -0.087 0.085
H -4.4153 0.8182 -4.8014 -0.141 0.070 -0.065 0.056
H -2.3798 4.8662 3.7185 0.054 0.014 -0.056 0.108
H -3.3153 7.2303 0.0892 -0.005 -0.018 0.034 0.067
H 2.0085 -1.8229 0.3378 0.089 0.432 -0.314 0.068
H 5.2108 3.0926 -3.1588 -0.094 -0.055 0.065 0.113
H 0.5560 -0.3458 -6.7913 -0.026 -0.027 -0.005 0.071
H -1.1857 -0.6810 -6.8559 0.066 -0.068 0.046 0.070
H -5.8988 1.3376 -3.9833 0.023 0.020 0.005 0.075
H -3.7688 -2.8746 0.9550 0.087 -0.044 0.022 0.048
H -5.2961 -4.6489 2.5358 0.109 0.004 0.008 0.108
```
Positions in Å, forces in eV/Å.

gap between HOMO and LUMO = 7.715 eV
charge = -1
electronic energy = -3014.6194 hartree
LUMO = 2.400 eV